Record 1
76
Properties=species:S:1:pos:R:3:forces:R:3:mulliken_charge:R:1 method="wB97M-V/def2-TZVPD" total_charge=+2 total_energy_ev=-158803.62370 molar_mass_g_mol=901.90 orbital_gap_ev=3.7
Pt -0.37548 -1.26549 0.71009 0.92 -2.69 0.79 1.88
C -0.45258 -2.05727 3.02063 0.79 1.65 -0.82 0.82
C 0.90468 -1.88012 2.54767 -0.36 0.25 0.36 0.65
C 1.16365 -2.90766 1.57945 -0.25 0.99 -0.36 0.57
C -0.02643 -3.70663 1.44944 -1.15 0.36 0.42 0.64
C -1.01701 -3.17928 2.33950 0.51 -0.89 -1.29 0.54
C -2.32917 -3.77850 2.68822 0.04 0.11 -0.29 -1.65
C -0.09376 -4.99574 0.71918 -0.07 0.08 -0.09 -2.11
C 2.50577 -3.26379 1.03928 -0.09 0.13 -0.04 -1.38
C 1.95391 -1.04239 3.19251 -0.03 0.03 -0.11 -1.74
C -1.08038 -1.40075 4.19617 0.00 0.13 -0.06 -1.68
H -2.27736 -4.16977 3.70518 0.02 -0.03 0.10 0.39
H -2.59896 -4.59405 2.02662 -0.03 -0.06 -0.05 0.42
H -3.12472 -3.03564 2.67333 -0.05 0.09 0.03 0.31
H 0.38218 -5.76075 1.33748 0.02 -0.10 -0.03 0.42
H 0.44971 -4.95698 -0.22234 0.02 -0.03 -0.08 0.44
H -1.11717 -5.31106 0.53533 -0.02 -0.02 -0.05 0.48
H 3.27978 -2.96122 1.73987 0.07 0.02 0.02 0.41
H 2.71729 -2.77930 0.08628 -0.04 0.02 -0.05 0.23
H 2.57378 -4.33737 0.88631 0.02 -0.08 -0.03 0.42
H 2.57161 -1.67920 3.82938 0.02 -0.03 0.07 0.38
H 1.52043 -0.26279 3.81050 0.01 0.09 -0.04 0.38
H 2.60615 -0.58163 2.45475 0.03 0.05 -0.01 0.43
H -1.27684 -2.15431 4.96147 0.02 -0.03 0.05 0.42
H -2.04124 -0.95158 3.94563 -0.04 0.02 -0.01 0.28
H -0.43819 -0.63798 4.62574 -0.03 0.05 -0.01 0.40
S 1.21697 -1.52869 -5.90937 -0.28 0.21 0.15 -0.09
C 0.86368 -1.49272 -4.14981 0.11 -0.03 -0.44 0.05
C 1.35997 -0.48067 -3.33882 -0.07 -0.26 0.28 -0.67
C 1.11199 -0.53581 -1.97740 0.39 0.53 -0.13 -0.31
N 0.40148 -1.51091 -1.41024 -0.81 0.56 1.11 -0.12
C -0.06325 -2.48856 -2.18871 -0.20 -0.49 -0.30 -0.23
C 0.15069 -2.52817 -3.55643 0.14 0.13 0.39 -0.93
C -0.16850 -0.50690 -6.46538 0.39 -0.25 0.16 0.40
C -0.02363 0.86624 -6.57721 -0.16 0.02 -0.07 -0.16
C -1.12037 1.58930 -7.03605 0.65 -0.19 0.26 -0.44
N -2.25232 1.00747 -7.35564 -1.09 0.72 -0.45 -0.53
C -2.38855 -0.29641 -7.27425 0.45 -0.50 0.22 -0.45
C -1.35759 -1.11668 -6.82716 -0.16 0.13 -0.07 -0.20
H 1.95339 0.31776 -3.75376 0.04 0.10 0.00 0.47
H 1.51881 0.21212 -1.31080 -0.10 0.09 -0.01 0.51
H -0.60645 -3.28260 -1.69469 -0.09 -0.01 0.01 0.64
H -0.20658 -3.35634 -4.14653 -0.10 -0.08 -0.02 0.50
H 0.90447 1.35881 -6.34380 0.17 0.04 0.06 0.42
H -1.07552 2.66220 -7.15379 0.06 0.12 0.01 0.38
H -3.33998 -0.70610 -7.57905 -0.11 -0.10 -0.03 0.38
H -1.47948 -2.18598 -6.78854 0.03 -0.17 0.03 0.42
S 0.98044 6.67397 -0.02872 -0.25 -0.86 0.06 -0.27
C 0.97779 5.11415 0.52172 -0.77 1.77 -1.58 0.24
S -0.07173 3.93056 -0.22149 0.65 -0.47 0.82 -0.06
C 0.52972 2.74520 0.97579 0.08 0.93 -1.93 -0.29
N 1.42244 3.25166 1.75398 0.71 -0.34 0.55 -0.74
N 1.68144 4.53594 1.53824 -0.41 -1.03 0.05 0.68
C 2.59349 5.15536 2.41897 0.79 0.30 0.92 0.97
C 3.03495 6.46994 2.27711 -0.15 0.11 -0.38 -0.40
C 3.89905 7.00529 3.21327 0.16 -0.28 0.34 -0.82
C 4.34410 6.24306 4.28378 -0.04 0.14 -0.14 -0.45
C 3.92111 4.92778 4.41273 0.02 0.02 -0.01 -0.66
C 3.05352 4.38288 3.49148 -0.14 -0.01 -0.12 -0.31
S -0.19256 1.23936 1.12348 -1.66 -1.19 1.24 0.09
H 2.71817 7.08225 1.44597 0.11 -0.17 0.25 0.16
H 4.23036 8.02482 3.10461 0.03 0.12 -0.06 0.39
H 5.01834 6.67248 5.00755 0.07 0.03 0.09 0.40
H 4.26389 4.32571 5.23995 0.03 -0.05 0.07 0.37
H 2.70586 3.36524 3.57947 0.10 0.06 0.17 0.53
Br -5.17179 1.96295 1.67659 0.20 -0.39 -0.25 -0.12
C -4.44384 0.56053 0.62978 -0.02 0.11 0.24 -0.58
C -5.13320 0.03508 -0.45590 0.27 0.09 0.26 -0.06
C -4.52712 -0.98737 -1.16684 0.09 -0.04 0.12 -0.89
C -3.26370 -1.41791 -0.79812 -0.03 -0.34 -0.34 -0.10
N -2.60492 -0.90253 0.23953 1.10 0.33 0.07 -0.19
C -3.18901 0.05306 0.95408 -0.48 0.47 0.32 -0.08
H -6.10710 0.41360 -0.72886 -0.05 0.01 -0.01 0.50
H -5.03808 -1.44256 -1.99976 0.05 -0.08 -0.11 0.46
H -2.76037 -2.20782 -1.33822 -0.03 0.04 -0.09 0.39
H -2.65011 0.44124 1.80957 0.00 0.08 -0.10 0.43

***

Record 2
74
Properties=species:S:1:pos:R:3:forces:R:3:mulliken_charge:R:1 method="wB97M-V/def2-TZVPD" total_charge=+2 total_energy_ev=-57621.16601 molar_mass_g_mol=852.63 orbital_gap_ev=7.4
Pt -0.82619 -0.52516 -0.59202 -1.50 -0.19 0.03 0.74
C -1.35914 -3.48363 2.61901 -0.01 -0.01 0.05 -0.52
O -1.83555 -3.96262 1.31553 -0.12 0.09 0.02 -0.43
C -1.71527 -2.95543 0.49348 0.01 -0.01 0.02 0.17
N -1.27990 -1.82656 0.94263 0.71 -0.20 -0.06 -0.22
C -1.03549 -1.98341 2.39943 -0.10 0.10 0.00 -0.54
C 0.33698 -1.61375 2.91458 -0.01 0.13 -0.01 -0.10
C 1.42467 -1.34751 2.09602 0.01 -0.12 -0.03 0.94
C 2.65832 -1.03117 2.65282 0.01 -0.01 0.01 -0.71
C 2.81354 -0.98310 4.02970 -0.01 0.01 0.00 -0.61
C 1.72909 -1.25889 4.85357 0.01 -0.02 0.00 -0.74
C 0.49861 -1.57075 4.29865 -0.05 0.05 -0.01 -0.58
C -2.08693 -3.07836 -0.92621 -0.04 0.03 0.11 0.37
C -2.69700 -4.13983 -1.56726 0.00 0.01 -0.03 -0.50
C -3.01253 -3.99258 -2.91553 0.01 0.07 0.02 -0.61
C -2.71050 -2.80697 -3.58137 -0.12 -0.03 0.06 -0.54
C -2.09132 -1.80124 -2.86478 0.00 0.10 -0.07 0.60
N -1.79292 -1.95050 -1.57590 0.40 -0.22 -0.15 0.07
C -1.67139 -0.46659 -3.32403 0.21 -0.16 -0.03 0.16
N -0.91869 0.24862 -2.56446 -0.34 0.53 0.57 0.05
C -0.69001 1.54171 -3.25285 0.03 -0.02 -0.04 -0.48
C -1.53812 1.37981 -4.54112 0.04 0.02 -0.03 -0.62
O -2.05237 0.00434 -4.48003 0.11 -0.03 -0.02 -0.44
C -1.09229 2.76364 -2.46638 0.08 -0.03 0.09 0.46
C -2.08496 2.72900 -1.49480 -0.12 0.03 -0.10 -0.12
C -2.48890 3.90143 -0.87079 -0.03 0.00 0.00 -0.77
C -1.90936 5.11330 -1.21707 0.03 0.00 0.01 -0.66
C -0.91320 5.15108 -2.18341 0.00 0.00 0.01 -0.60
C -0.50677 3.98015 -2.80543 0.08 -0.03 0.05 -0.60
H -0.47941 -4.06656 2.87975 0.01 -0.01 -0.05 0.37
H -2.15196 -3.66098 3.33908 -0.02 0.00 -0.03 0.34
H -1.77540 -1.35470 2.89917 0.00 -0.03 0.05 0.60
H 1.32680 -1.39531 1.02124 -0.02 0.01 -0.04 -0.04
H 3.50255 -0.83308 2.00351 -0.01 0.01 0.00 0.51
H 3.77461 -0.73937 4.46231 0.00 -0.01 0.00 0.43
H 1.84193 -1.23077 5.92896 0.00 0.00 0.00 0.43
H -0.34318 -1.77865 4.95084 0.00 0.03 0.00 0.47
H -2.91404 -5.04846 -1.02315 -0.04 0.01 0.00 0.60
H -3.50946 -4.79525 -3.44266 0.04 -0.02 -0.01 0.49
H -2.95891 -2.65408 -4.62234 0.00 -0.03 0.00 0.58
H 0.37291 1.59282 -3.48698 0.01 0.04 -0.03 0.52
H -0.96957 1.47746 -5.46068 0.02 -0.05 0.00 0.34
H -2.39847 2.04396 -4.55990 -0.02 -0.03 0.01 0.38
H -2.57579 1.79700 -1.24099 0.04 -0.03 0.03 0.42
H -3.27150 3.86915 -0.12354 0.00 0.00 -0.01 0.47
H -2.23696 6.02806 -0.74117 0.01 -0.01 0.01 0.44
H -0.45351 6.09192 -2.45465 -0.02 0.00 -0.02 0.43
H 0.26607 4.01482 -3.56567 0.01 0.00 0.02 0.47
I 2.71478 0.77138 -1.60191 -0.04 0.05 0.04 0.15
C 2.64526 -1.31845 -1.49653 -0.02 -0.20 0.03 0.03
C 3.84975 -2.00336 -1.59635 0.04 0.04 0.01 -0.65
C 3.82125 -3.38597 -1.55329 -0.02 0.00 0.00 -0.42
C 2.59658 -4.02472 -1.42568 0.01 -0.02 0.01 -0.91
C 1.46296 -3.24424 -1.31769 -0.07 0.02 0.01 0.10
N 1.46714 -1.90645 -1.34148 0.46 -0.08 -0.23 0.10
H 4.77901 -1.46368 -1.70704 0.00 -0.01 -0.01 0.46
H 4.74002 -3.95288 -1.62096 0.00 0.00 -0.03 0.45
H 2.52057 -5.10265 -1.41130 0.01 0.00 0.03 0.48
H 0.49284 -3.71910 -1.20737 -0.02 0.01 0.01 0.24
C 0.47413 2.38971 3.60998 -0.02 -0.06 0.00 -1.38
C 0.77286 2.80393 2.16274 0.12 -0.03 -0.05 2.27
C 2.28833 2.87920 1.92021 0.00 -0.04 -0.01 -1.40
C 0.10458 4.13855 1.81156 -0.07 -0.03 -0.01 -1.70
C 0.23288 1.75925 1.27624 -0.18 0.06 0.12 -0.20
N -0.20859 0.94054 0.61131 0.51 0.25 -0.34 -0.19
H 0.84585 3.16962 4.27400 0.01 0.00 0.00 0.47
H 0.97056 1.45121 3.86090 0.00 0.00 0.00 0.15
H -0.59759 2.27904 3.77778 0.00 0.02 0.00 0.37
H 2.70820 3.61742 2.60293 -0.01 0.01 0.00 0.45
H 2.51091 3.18723 0.89864 0.00 0.01 0.01 0.34
H 2.76619 1.91878 2.11228 0.01 -0.01 0.00 0.19
H 0.56143 4.91851 2.42029 0.00 0.00 0.00 0.46
H -0.96388 4.11534 2.02525 0.00 0.00 -0.01 0.36
H 0.24487 4.38876 0.76035 0.01 0.02 -0.01 0.33

***

Record 3
75
Properties=species:S:1:pos:R:3:forces:R:3:mulliken_charge:R:1 method="wB97M-V/def2-TZVPD" total_charge=+1 total_energy_ev=-62184.64255 molar_mass_g_mol=777.13 orbital_gap_ev="5.9 / 5.9"
Tl -0.43260 -0.08609 0.18040 -0.81 0.19 -0.25 1.78
C -5.58100 -0.26411 -2.61051 -0.04 -0.01 0.01 -0.70
C -4.60767 0.19042 -3.49084 -0.03 -0.01 -0.03 -0.80
C -3.26621 -0.02284 -3.22154 0.06 0.02 0.11 -0.05
C -2.87592 -0.68943 -2.05580 -0.29 -0.02 0.03 -0.58
C -3.85652 -1.10226 -1.15302 0.14 0.00 -0.05 0.19
C -5.19807 -0.91107 -1.44409 -0.11 0.05 0.05 -1.12
N -1.52148 -0.90252 -1.76469 0.53 0.12 0.60 0.05
C -0.69732 -1.46801 -2.63416 0.08 0.05 0.18 0.34
C -1.14441 -2.24403 -3.75081 -0.06 -0.01 -0.17 -0.26
C -0.26294 -2.84444 -4.59437 0.00 0.07 0.08 -0.64
C 1.14240 -2.71156 -4.42613 0.11 -0.03 -0.03 -0.84
C 1.62149 -1.99793 -3.37922 0.02 0.05 0.09 -0.59
C 0.73359 -1.37650 -2.45463 -0.20 -0.33 -0.59 0.13
N 1.17749 -0.66375 -1.41135 0.16 0.40 0.63 0.92
N 2.40342 -0.42481 -1.23846 -0.03 -0.44 -0.75 -1.45
C 2.74700 0.22517 -0.06417 0.14 0.37 0.76 0.12
C 4.07284 0.64303 0.06249 -0.15 -0.08 -0.09 -0.57
C 4.47388 1.22605 1.24617 -0.11 0.03 0.05 -0.34
C 3.55100 1.36417 2.27881 0.09 0.04 -0.04 -0.95
C 2.24999 0.95413 2.06513 -0.09 0.09 0.19 0.05
N 1.85500 0.40448 0.91689 -0.07 -0.11 -0.48 -0.07
H -6.63029 -0.12382 -2.83710 0.01 0.00 -0.01 0.50
H -4.89954 0.70183 -4.39938 0.03 0.00 -0.01 0.44
H -2.50449 0.33199 -3.90472 0.00 -0.01 -0.01 0.55
H -3.55356 -1.61547 -0.24752 -0.01 -0.03 0.01 0.86
H -5.95511 -1.29127 -0.76746 0.03 0.02 0.03 0.47
H -2.21001 -2.36170 -3.89234 0.02 -0.02 -0.03 0.50
H -0.63502 -3.45477 -5.40762 -0.04 0.03 0.00 0.43
H 1.81594 -3.18985 -5.12293 0.00 -0.01 0.01 0.41
H 2.68125 -1.88325 -3.19962 0.01 -0.03 -0.05 0.48
H 4.73757 0.49723 -0.77674 0.03 -0.02 0.02 0.53
H 5.48918 1.57737 1.37052 0.02 -0.05 0.00 0.42
H 3.83514 1.79234 3.22904 -0.04 0.01 0.00 0.48
H 1.49494 1.07076 2.83508 0.01 -0.04 -0.05 0.22
C -0.48690 -3.53444 0.66632 -0.18 -0.08 -0.04 -1.75
N -0.54764 -2.18973 1.24206 0.16 0.17 0.20 0.21
C -0.49578 -2.05445 2.52156 0.04 -0.28 -0.32 0.10
C -0.64111 -0.78925 3.14421 -0.10 0.51 0.36 -0.25
C -0.51599 -0.41447 4.48242 0.08 -0.24 -0.14 -0.82
C -0.72141 0.96704 4.52837 -0.02 0.13 0.01 -0.86
C -0.96126 1.37692 3.22022 -0.02 0.16 0.09 -0.67
N -0.93532 0.31796 2.38370 0.19 -0.38 -0.30 -0.30
C -1.87373 -4.09398 0.42376 0.06 0.07 -0.04 0.64
C -2.62601 -4.57230 1.49237 -0.05 0.05 0.04 -0.33
C -3.91178 -5.04936 1.29202 -0.02 0.02 0.03 -0.70
C -4.45676 -5.06215 0.01462 0.01 -0.01 0.01 -0.64
C -3.70670 -4.60157 -1.05599 -0.06 -0.02 -0.06 -0.58
C -2.42263 -4.11677 -0.85139 0.05 -0.08 0.03 0.04
H 0.04846 -4.19140 1.35820 0.08 0.01 -0.06 0.72
H 0.06478 -3.49330 -0.27388 0.03 0.02 0.02 0.29
H -0.32825 -2.92250 3.16035 -0.04 -0.02 -0.01 0.53
H -0.29057 -1.07597 5.30494 -0.03 0.02 0.01 0.54
H -0.70008 1.60351 5.39794 -0.01 -0.01 0.00 0.50
H -1.16795 2.37251 2.85270 0.05 -0.01 -0.03 0.47
H -2.20836 -4.57651 2.49357 0.02 0.00 -0.01 0.34
H -4.48819 -5.41812 2.13058 0.02 -0.01 0.00 0.43
H -5.45762 -5.44260 -0.14226 0.01 0.00 -0.02 0.43
H -4.12427 -4.61824 -2.05505 0.02 0.01 0.00 0.42
H -1.84158 -3.75841 -1.69164 0.02 -0.01 -0.01 0.48
S -1.75212 2.19891 -0.46558 0.47 -0.19 0.09 -0.32
C -3.33847 1.95158 0.16141 0.02 0.01 0.01 0.36
N -3.57524 1.29128 1.28535 -0.07 -0.03 0.03 0.49
C -4.90736 1.13559 1.85812 -0.16 0.03 -0.06 -0.53
C -5.76158 2.33384 1.47263 0.12 -0.06 -0.04 -0.73
C -5.73251 2.49759 -0.03773 -0.13 -0.01 0.11 -0.53
N -4.34703 2.51467 -0.49604 -0.09 0.00 0.04 -0.03
H -2.78315 0.91691 1.79457 0.04 0.01 -0.09 -0.07
H -4.80515 1.06594 2.93989 0.05 -0.04 -0.02 0.41
H -5.35514 0.20711 1.49229 -0.02 0.01 0.03 0.24
H -5.35914 3.22921 1.94989 -0.04 0.02 0.01 0.29
H -6.78543 2.19303 1.81353 0.00 0.01 0.00 0.39
H -6.20537 3.43247 -0.33448 0.04 0.00 -0.03 0.44
H -6.26760 1.67687 -0.51938 0.02 0.00 -0.04 0.18
H -4.12370 2.97813 -1.36113 0.08 -0.07 -0.03 0.29